{
  "formula": "C30H58ClF2N2O13S2",
  "method": "the ωB97M-V functional and the def2-TZVPD basis",
  "homo_energy_ev": -11.38,
  "orbital_gap_ha": 0.2788,
  "total_charge": 1,
  "elements": ["C", "C", "C", "O", "C", "N", "H", "H", "H", "H", "H", "H", "H", "H", "H", "H", "H", "H", "C", "C", "C", "O", "C", "N", "H", "H", "H", "H", "H", "H", "H", "H", "H", "H", "H", "H", "Cl", "O", "O", "O", "O", "C", "C", "C", "O", "C", "H", "H", "H", "H", "H", "H", "H", "H", "O", "S", "O", "O", "C", "C", "C", "H", "H", "H", "H", "H", "H", "H", "H", "O", "S", "O", "O", "C", "C", "C", "H", "H", "H", "H", "H", "H", "H", "H", "F", "C", "C", "C", "C", "C", "C", "H", "H", "H", "H", "H", "F", "C", "C", "C", "C", "C", "C", "H", "H", "H", "H", "H"],
  "positions_angstrom": [[1.7646, -17.8275, -17.0351], [0.3739, -18.4384, -16.9830], [-0.0981, -18.9663, -18.3204], [-1.4649, -19.2599, -18.1572], [-2.0218, -20.0618, -19.1850], [0.3618, -19.5757, -15.9730], [-0.4214, -20.2217, -16.1231], [1.2273, -20.1014, -16.1039], [0.2683, -19.2558, -15.0106], [2.3993, -18.1372, -17.8683], [2.3310, -17.8848, -16.1069], [1.5894, -16.7813, -17.3052], [-0.3678, -17.6926, -16.7001], [0.4358, -19.8622, -18.6623], [0.0723, -18.1491, -19.0318], [-3.0935, -20.0933, -19.0023], [-1.6525, -21.0922, -19.1681], [-1.8615, -19.6482, -20.1830], [-0.4166, -12.9522, -12.2914], [-1.1521, -14.0929, -12.9334], [-1.9745, -13.7716, -14.1691], [-2.2722, -14.9850, -14.8422], [-2.8647, -14.6994, -16.1085], [-0.0396, -15.0175, -13.5278], [0.4278, -14.5509, -14.3205], [0.5394, -15.4700, -12.8234], [-0.5941, -15.8080, -13.8665], [0.1830, -13.2937, -11.4476], [-1.1108, -12.2383, -11.8404], [0.2368, -12.4016, -12.9627], [-1.6838, -14.7799, -12.2775], [-1.5250, -13.0216, -14.8403], [-2.9092, -13.3483, -13.7745], [-3.2331, -15.6405, -16.5102], [-2.1107, -14.2860, -16.7776], [-3.6865, -13.9852, -16.0181], [2.6655, -13.9857, -16.2005], [2.8850, -14.4848, -17.5343], [3.0944, -12.6211, -16.0717], [1.2595, -14.0892, -15.8053], [3.5017, -14.7997, -15.3474], [3.1150, -9.8435, -12.0439], [3.7062, -10.9153, -12.9355], [3.2463, -12.2014, -12.2188], [2.1718, -11.7951, -11.3459], [1.7829, -10.4906, -11.7870], [3.0623, -8.8700, -12.5345], [3.5794, -9.7471, -11.0630], [4.7707, -10.8432, -13.1568], [3.2239, -10.8979, -13.9166], [4.0410, -12.6863, -11.6546], [2.9028, -12.8995, -12.9916], [1.1805, -9.9601, -11.0395], [1.0626, -10.4552, -12.6142], [7.0840, -10.3157, -17.8365], [7.9277, -10.5057, -16.6975], [9.0515, -11.4039, -16.7123], [8.4639, -9.0570, -16.2679], [9.7046, -9.0187, -15.5183], [9.8005, -7.6708, -14.8033], [6.8379, -10.8822, -15.3209], [10.5433, -9.1700, -16.1923], [9.6912, -9.8111, -14.7701], [10.5237, -7.8635, -14.0073], [8.8623, -7.3217, -14.3838], [10.2328, -6.9142, -15.4550], [7.3778, -11.3742, -14.5168], [6.0621, -11.5486, -15.6932], [6.4235, -9.9163, -15.0448], [5.6475, -16.7468, -21.7458], [6.0610, -16.5026, -20.3982], [7.2729, -17.0952, -19.9116], [6.0708, -14.9215, -20.1435], [4.9145, -14.1321, -20.5388], [5.2137, -12.6916, -20.1493], [4.7160, -16.9227, -19.2991], [4.0296, -14.4883, -20.0218], [4.8518, -14.1365, -21.6271], [6.2329, -12.3442, -20.2653], [4.8388, -12.5493, -19.1323], [4.5249, -12.0663, -20.7255], [4.8554, -16.5475, -18.2861], [4.5119, -17.9871, -19.2071], [3.8853, -16.3920, -19.7586], [-3.1809, -16.3782, -20.0850], [-2.1996, -15.4573, -20.0860], [-1.2728, -15.4347, -19.0639], [-0.2718, -14.4891, -18.9830], [-0.1977, -13.5513, -20.0207], [-1.1041, -13.5729, -21.0618], [-2.1238, -14.5319, -21.1033], [-1.3155, -16.2265, -18.3182], [0.4898, -14.5456, -18.2193], [0.5573, -12.7762, -19.9661], [-1.0534, -12.8699, -21.8817], [-2.8511, -14.5579, -21.9039], [-3.8031, -9.1257, -15.1487], [-2.6427, -9.7379, -15.4089], [-2.6077, -10.8141, -16.2705], [-1.4236, -11.4616, -16.5829], [-0.2245, -10.9899, -16.0436], [-0.2867, -9.9241, -15.1533], [-1.4798, -9.3020, -14.7994], [-3.4846, -11.0809, -16.8519], [-1.4116, -12.2042, -17.3703], [0.7377, -11.4328, -16.2616], [0.6542, -9.5177, -14.8030], [-1.4850, -8.5363, -14.0357]]
}


{
  "formula": "C37H44ClN5Si3Ta",
  "method": "the ωB97M-V functional and the def2-TZVPD basis",
  "de_lowest_ev": 0.000,
  "homo_energy_ev": -16.32,
  "orbital_gap_ha": 0.2396,
  "total_charge": 3,
  "elements": ["Ta", "C", "C", "N", "C", "C", "C", "C", "C", "C", "C", "N", "C", "C", "C", "C", "C", "C", "C", "C", "N", "C", "H", "H", "H", "H", "H", "H", "H", "H", "H", "H", "H", "H", "C", "Si", "C", "C", "C", "Si", "C", "C", "C", "Si", "C", "C", "C", "C", "C", "C", "C", "N", "H", "H", "H", "H", "H", "H", "H", "H", "H", "H", "H", "H", "H", "H", "H", "H", "H", "H", "H", "H", "H", "H", "H", "H", "H", "H", "H", "H", "Cl", "C", "C", "C", "C", "N", "C", "H", "H", "H", "H"],
  "positions_angstrom": [[-0.4220, 0.3106, -0.1006], [-3.7381, 1.3026, -3.2584], [-3.0825, 1.1720, -2.0327], [-1.7838, 0.9116, -1.9254], [-1.0639, 0.8176, -3.0845], [-1.6552, 0.8252, -4.3592], [-3.0382, 1.0895, -4.4219], [-0.8247, 0.6135, -5.4872], [0.5146, 0.4190, -5.3135], [1.1098, 0.4808, -4.0308], [0.3334, 0.7260, -2.9298], [0.7497, 0.9274, -1.5766], [1.7698, 1.8642, -1.2646], [2.8136, 2.2648, -2.0630], [3.7065, 3.2690, -1.6334], [3.5508, 3.8877, -0.4280], [2.4807, 3.5073, 0.4153], [2.1830, 4.1592, 1.6268], [1.1030, 3.7519, 2.3746], [0.3402, 2.6800, 1.9322], [0.5669, 2.0444, 0.7793], [1.6238, 2.4691, 0.0015], [-4.7925, 1.5385, -3.2692], [-3.6534, 1.2408, -1.1155], [-3.5340, 1.1381, -5.3838], [-1.2633, 0.6047, -6.4763], [1.1487, 0.2337, -6.1696], [2.1727, 0.3208, -3.9473], [2.9700, 1.8391, -3.0393], [4.5150, 3.5580, -2.2908], [4.2197, 4.6783, -0.1149], [2.8034, 4.9835, 1.9573], [0.8491, 4.2289, 3.3101], [-0.4816, 2.3234, 2.5376], [2.4099, 0.7502, 2.8672], [2.4844, -0.7439, 1.7325], [2.9306, -2.1167, 2.9265], [3.8923, -0.4960, 0.5387], [0.7603, -1.1290, 0.7855], [1.2837, -2.5402, -0.5439], [2.3139, -3.9157, 0.1798], [2.2892, -1.8361, -1.9651], [-0.2304, -3.3147, -1.3324], [-0.3594, -1.9305, 2.1279], [-0.6000, -0.8411, 3.6291], [-0.0538, -3.6820, 2.6688], [-1.9949, -2.0033, 1.1558], [-3.0092, -2.8866, 1.4896], [-4.0639, -3.1158, 0.6173], [-4.0395, -2.4772, -0.6126], [-3.0248, -1.5833, -0.8829], [-2.0432, -1.2941, -0.0077], [2.8004, 1.6491, 2.3900], [3.0765, 0.5206, 3.7016], [1.4420, 0.9777, 3.3096], [3.9292, -1.8361, 3.2782], [2.9985, -3.1308, 2.5459], [2.2922, -2.1104, 3.8128], [4.7590, -0.2338, 1.1535], [3.7414, 0.3169, -0.1714], [4.1589, -1.3943, -0.0162], [3.3284, -3.5978, 0.4175], [2.3973, -4.6309, -0.6458], [1.8984, -4.4527, 1.0275], [2.6792, -0.8329, -1.8147], [1.6954, -1.8520, -2.8797], [3.1417, -2.4992, -2.1282], [-0.9417, -3.7779, -0.6466], [0.1543, -4.1078, -1.9805], [-0.7708, -2.6268, -1.9873], [0.2713, -0.8506, 4.2846], [-1.4414, -1.2263, 4.2118], [-0.8166, 0.2040, 3.3924], [0.9542, -3.8530, 3.0366], [-0.2633, -4.4007, 1.8755], [-0.7366, -3.8915, 3.4976], [-2.9455, -3.4326, 2.4221], [-4.8562, -3.8085, 0.8698], [-4.7892, -2.6691, -1.3672], [-2.9836, -1.1191, -1.8519], [-3.3399, 5.2434, 0.3618], [-3.2542, 3.6372, 0.9406], [-4.1711, 3.1450, 1.8651], [-4.0374, 1.8307, 2.2803], [-3.0136, 1.0541, 1.7712], [-2.1218, 1.5292, 0.8831], [-2.2493, 2.8088, 0.4810], [-4.9627, 3.7799, 2.2415], [-4.7229, 1.4014, 2.9976], [-2.9028, 0.0263, 2.0853], [-1.5337, 3.1855, -0.2381]]
}


{
  "formula": "C4H4O3",
  "method": "the ωB97M-V functional and the def2-TZVPD basis",
  "de_lowest_ev": 4.624,
  "homo_energy_ev": -9.43,
  "orbital_gap_ha": 0.3508,
  "total_charge": 0,
  "elements": ["O", "C", "O", "C", "C", "C", "O", "H", "H", "H", "H"],
  "positions_angstrom": [[1.4724, -1.5195, 2.1106], [0.8672, -0.7862, 1.4224], [1.5690, 0.6061, 0.7686], [0.4598, 1.1948, 0.2218], [-0.4834, 0.0722, -0.0256], [-0.8816, -0.8127, -1.1024], [-1.7533, 0.1515, -0.4313], [0.5437, 1.5607, -0.8196], [-0.0174, 1.9990, 0.8135], [-1.0785, -1.8350, -0.7982], [-0.6977, -0.6307, -2.1599]]
}


{
  "formula": "C10H15N3O2",
  "method": "the ωB97M-V functional and the def2-TZVPD basis",
  "de_lowest_ev": 4.548,
  "homo_energy_ev": [-3.69, -9.38],
  "s2": 2.011,
  "orbital_gap_ha": [0.1571, 0.2560],
  "total_charge": 0,
  "multiplicity": 3,
  "elements": ["C", "C", "C", "C", "C", "C", "C", "C", "C", "C", "N", "N", "N", "O", "O", "H", "H", "H", "H", "H", "H", "H", "H", "H", "H", "H", "H", "H", "H", "H"],
  "positions_angstrom": [[0.1963, 1.6163, -1.4443], [-1.5821, 0.1084, -1.4745], [0.6763, -0.9723, 0.7121], [0.4413, 0.4793, 1.0031], [-0.7923, -0.4599, 0.8934], [1.2525, -1.8919, 1.8277], [1.3502, -1.3354, -0.5555], [1.2336, 1.3011, 2.0092], [-1.7782, -0.7439, 1.9925], [-1.0316, 1.4319, -3.6214], [-0.7774, 0.9070, -2.2471], [-0.0905, 1.1918, -0.1818], [-1.1429, 0.3213, -0.2471], [0.9983, 2.4678, -1.7609], [-2.4618, -0.6430, -1.8210], [0.8670, -2.9447, 1.6004], [0.8920, -1.4875, 2.7673], [2.3480, -1.7503, 1.9542], [1.4399, -2.3460, -0.7657], [2.4405, -1.1707, -0.5791], [0.8968, -0.8544, -1.4018], [1.8355, 0.6496, 2.7137], [0.4992, 1.9347, 2.5795], [1.8013, 1.9775, 1.4131], [-2.7248, -1.1368, 1.5086], [-2.0682, 0.1810, 2.4213], [-1.4659, -1.4885, 2.6249], [-2.0160, 1.3469, -3.9276], [-0.7412, 2.4934, -3.6413], [-0.4958, 0.8173, -4.3516]]
}


{
  "formula": "C29H29FeN5O",
  "method": "the ωB97M-V functional and the def2-TZVPD basis",
  "homo_energy_ev": [-10.61, -10.61],
  "s2": 0.778,
  "orbital_gap_ha": [0.2312, 0.2353],
  "total_charge": 1,
  "multiplicity": 2,
  "elements": ["Fe", "C", "C", "N", "N", "C", "O", "C", "C", "C", "C", "C", "C", "C", "C", "C", "C", "C", "N", "H", "H", "H", "H", "H", "H", "H", "H", "H", "H", "H", "H", "C", "C", "C", "C", "C", "C", "C", "C", "C", "C", "N", "C", "C", "C", "C", "C", "N", "H", "H", "H", "H", "H", "H", "H", "H", "H", "H", "H", "H", "H", "H", "H", "H", "H"],
  "positions_angstrom": [[0.3406, -0.4155, 0.5549], [-0.9802, -1.8401, 4.2606], [-0.5140, -1.6376, 2.8655], [-0.1955, -0.5013, 2.3557], [-0.2986, 0.6853, 3.0153], [0.0007, 1.6442, 2.1595], [0.3244, 1.4067, 0.9157], [-0.0331, 3.0499, 2.5881], [-0.3076, 3.3719, 3.9171], [-0.3266, 4.6966, 4.3135], [-0.0772, 5.7033, 3.3892], [0.1915, 5.3849, 2.0639], [0.2166, 4.0603, 1.6620], [-0.3900, -2.7493, 1.8914], [-0.6890, -4.0690, 2.1542], [-0.5314, -5.0063, 1.1394], [-0.0745, -4.6035, -0.1025], [0.2081, -3.2602, -0.3015], [0.0414, -2.3634, 0.6664], [-0.9404, -0.8986, 4.8004], [-0.3489, -2.5759, 4.7622], [-2.0054, -2.2162, 4.2754], [-0.5030, 2.5790, 4.6258], [-0.5364, 4.9478, 5.3446], [-0.0898, 6.7385, 3.7036], [0.3836, 6.1707, 1.3460], [0.4334, 3.7980, 0.6361], [-1.0335, -4.3594, 3.1368], [-0.7618, -6.0467, 1.3254], [0.0621, -5.3072, -0.9104], [0.5691, -2.8805, -1.2481], [-2.3511, 1.8541, -0.4947], [-2.3182, 0.3307, -0.5599], [-1.9553, -0.1973, -1.9255], [-2.9872, -0.4062, -2.8281], [-2.7333, -0.8695, -4.1081], [-1.4361, -1.1655, -4.4753], [-0.3641, -0.9733, -3.6052], [0.9953, -1.4353, -4.0877], [1.5987, -0.5311, -5.1649], [-0.6332, -0.4324, -2.3362], [0.4236, -0.1995, -1.4076], [1.5723, 0.2909, -1.7600], [2.5878, 0.2266, -0.7794], [3.9271, 0.5739, -0.6750], [4.3428, 0.1678, 0.5998], [3.2449, -0.4073, 1.2322], [2.1940, -0.4027, 0.3942], [-2.7013, 2.2015, 0.4783], [-3.0291, 2.2342, -1.2593], [-1.3620, 2.2728, -0.6737], [-3.2877, -0.0824, -0.2741], [-1.6448, -0.0548, 0.2287], [-4.0055, -0.2069, -2.5150], [-3.5471, -1.0280, -4.8029], [-1.2379, -1.5818, -5.4562], [0.8664, -2.4344, -4.5112], [1.6970, -1.5517, -3.2608], [0.9698, -0.5209, -6.0552], [2.5885, -0.8817, -5.4566], [1.6891, 0.5036, -4.8300], [1.7306, 0.7123, -2.7461], [4.5252, 1.0533, -1.4333], [5.3299, 0.2652, 1.0200], [3.1764, -0.8304, 2.2225]]
}


{
  "formula": "C3H10N4",
  "method": "the ωB97M-V functional and the def2-TZVPD basis",
  "de_lowest_ev": 2.450,
  "homo_energy_ev": -8.35,
  "orbital_gap_ha": 0.3423,
  "smiles": "[H]/N=C/N(C)N.C=N",
  "total_charge": 0,
  "elements": ["H", "N", "C", "N", "C", "N", "H", "H", "H", "H", "H", "H", "C", "N", "H", "H", "H"],
  "positions_angstrom": [[0.0153, 2.6072, -0.3292], [-0.1201, 1.7029, -0.7678], [0.7182, 0.8269, -0.3884], [0.5371, -0.4969, -0.6750], [-0.3633, -0.8838, -1.7390], [1.5856, -1.4194, -0.4592], [1.5907, 1.0015, 0.2571], [-1.0691, -0.0684, -1.8703], [-0.8762, -1.8062, -1.4710], [0.1847, -1.0436, -2.6680], [2.4226, -0.9404, -0.1407], [1.3205, -2.0537, 0.3054], [-1.3508, 0.8337, 2.1780], [-0.4460, 0.0045, 1.9496], [-1.0866, 1.7648, 2.6682], [-2.4150, 0.7408, 1.9076], [-0.6478, -0.7700, 1.2427]]
}